An isolated molecule of C5H6N2O3, computed with ωB97M-V/def2-TZVPD.

Kohn-Sham gap = 9.09 eV
M = 142.1 g mol⁻¹
SMILES = [H]/N=C(/O)Cc1coc(=O)[nH]1
ΔE to the lowest compared entry with this formula, charge and spin = 1.566 eV
LUMO energy = 0.0 eV

The geometry in XYZ format:
```
16
Properties=species:S:1:pos:R:3:nbo_charge:R:1
H -1.39284 0.32410 1.57696 0.354
N -2.30568 0.35640 1.12995 -0.740
C -2.22020 0.27687 -0.16709 0.562
O -3.45281 0.20323 -0.62369 -0.682
C -1.24963 -0.63408 -0.89560 -0.501
C 0.14704 -0.53856 -0.39701 0.084
C 0.91185 -1.42579 0.25962 0.056
O 2.13595 -0.86072 0.53157 -0.445
C 2.13914 0.42095 0.07536 0.851
O 3.09301 1.16356 0.16473 -0.605
N 0.92879 0.61358 -0.51336 -0.612
H -3.87070 0.20218 0.49373 0.515
H -1.30974 -0.37877 -1.96300 0.241
H -1.59475 -1.67234 -0.78896 0.268
H 0.71668 -2.42196 0.63826 0.222
H 0.68917 1.45011 -1.02843 0.431
```

---

C20H20F10N3PtSeSi as an isolated structure, computed with ωB97M-V/def2-TZVPD.

total charge = -1
Kohn-Sham gap = 6.23 eV
M = 794.5 g mol⁻¹
ΔE to the lowest compared entry with this formula, charge and spin = 0.510 eV
LUMO energy = 2.2 eV

The geometry in XYZ format:
```
56
Properties=species:S:1:pos:R:3:nbo_charge:R:1
Pt -0.31549 -0.07970 -0.22590 0.680
C 2.72612 0.32481 0.07649 -0.421
N 1.64867 -0.64099 0.35341 -0.438
C 1.41503 -0.87870 1.79963 -0.218
C 0.61018 0.23204 2.50030 -0.230
N -0.29961 0.88354 1.56378 -0.651
C -0.58253 2.18739 1.79561 0.080
C -0.79310 3.15555 0.78577 0.338
F -0.68532 2.83104 -0.50743 -0.306
C -1.05851 4.48058 1.06290 0.261
F -1.20255 5.35029 0.05290 -0.301
C -1.13567 4.94542 2.36436 0.217
F -1.37338 6.24378 2.62264 -0.306
C -0.95929 4.03631 3.38416 0.270
F -1.07474 4.43541 4.66147 -0.306
C -0.71393 2.70660 3.10211 0.253
F -0.69248 1.85942 4.15788 -0.324
C 1.73157 -1.90189 -0.42085 -0.222
C 1.45451 -1.65016 -1.89199 -0.233
N 0.24040 -0.84457 -2.09993 -0.660
C 0.02556 -0.44961 -3.37744 0.091
C -0.91214 0.56366 -3.72307 0.324
F -1.59050 1.20651 -2.76850 -0.305
C -1.14700 1.00567 -5.00642 0.269
F -2.04545 1.98042 -5.20877 -0.302
C -0.47030 0.48037 -6.09086 0.203
F -0.70507 0.91025 -7.34476 -0.308
C 0.45880 -0.49597 -5.82451 0.273
F 1.15005 -1.04706 -6.83786 -0.309
C 0.69947 -0.93588 -4.53439 0.231
F 1.63317 -1.92576 -4.46977 -0.334
H 3.63112 -0.19365 -0.25771 0.186
H 2.95837 0.87307 0.98888 0.207
H 2.41961 1.03590 -0.68605 0.229
H 2.35984 -1.07065 2.32620 0.182
H 0.82447 -1.79262 1.85163 0.213
H 1.28364 0.97928 2.94309 0.176
H 0.11293 -0.26197 3.34332 0.191
H 0.97247 -2.56394 -0.00593 0.215
H 2.71314 -2.38514 -0.30723 0.179
H 1.44071 -2.61955 -2.39329 0.203
H 2.32747 -1.10908 -2.29028 0.168
C -4.81578 -2.30596 0.78956 -1.119
Si -3.42159 -1.17332 1.36483 1.429
C -4.11847 -0.05425 2.71200 -1.129
C -2.11653 -2.25970 2.18016 -1.120
Se -2.75131 -0.00740 -0.43182 -0.573
H -5.37422 -2.71635 1.63622 0.215
H -4.41247 -3.13439 0.20380 0.231
H -5.51154 -1.75830 0.15094 0.235
H -4.71612 -0.61322 3.43827 0.216
H -4.74478 0.72258 2.26973 0.237
H -3.30469 0.44499 3.24453 0.236
H -2.57593 -2.83758 2.98920 0.220
H -1.32442 -1.65005 2.61240 0.225
H -1.67711 -2.95934 1.46587 0.230
```